1.
Density functional theory data (wB97M-V/def2-TZVPD) for 4 unconnected molecules or ions with the total composition C3H14NO3S.

Element x y z (Å)
C: 1.62 -0.74 -0.03
C: 0.96 0.61 0.28
C: 0.51 1.30 -1.01
S: -0.83 0.46 -1.89
N: -0.14 0.43 1.24
H: 1.12 -1.51 0.55
H: 2.68 -0.79 0.25
H: 1.48 -0.98 -1.09
H: 1.65 1.22 0.86
H: 0.07 2.27 -0.71
H: 1.40 1.48 -1.62
H: -0.59 1.33 1.39
H: -0.85 -0.14 0.79
H: -2.78 1.90 0.76
H: -2.87 0.40 1.03
O: -3.37 1.21 1.11
H: 0.63 -3.13 -1.28
H: -0.85 -2.70 -1.42
O: -0.27 -3.44 -1.18
H: 1.40 0.23 2.81
H: 2.58 -0.58 2.28
O: 2.34 0.04 2.97

Results
Frontier orbital gap = 6.826 eV
Total charge = -1
Total energy = -21807.4686 eV
LUMO = 3.628 eV
HOMO level = -3.2 eV

Here are the natural (NBO) charges for atoms 1 to 8, given in e: -0.65, -0.08, -0.54, -0.72, -0.88, 0.21, 0.18, 0.23

---

2.
Density functional theory data (wB97M-V/def2-TZVPD) for 3 unconnected molecules or ions with the total composition C3H14NO3S in a non-equilibrium geometry.

Element x y z (Å)
C: 1.64 -0.78 -1.32
O: 0.96 -0.42 -2.48
C: 1.15 -0.07 -0.03
C: 1.14 1.42 -0.29
S: 0.32 2.43 0.99
N: -0.15 -0.63 0.37
H: 1.46 -1.84 -1.15
H: 2.73 -0.75 -1.42
H: 1.32 0.35 -2.96
H: 1.89 -0.29 0.75
H: 2.22 1.64 -0.36
H: 0.74 1.80 -1.22
H: 1.34 2.62 1.85
H: -0.36 -1.65 0.26
H: -0.45 -0.56 1.40
H: -0.94 -0.24 -0.18
H: -3.12 0.64 -0.78
H: -3.27 0.74 0.67
O: -2.58 0.59 0.01
H: -1.63 -4.33 2.33
H: -1.64 -4.88 0.89
O: -1.90 -4.12 1.43

Results
Frontier orbital gap (alpha / beta) = 3.325 / 9.730 eV
Total charge = 0
Total energy = -21802.0485 eV
LUMO (alpha / beta) = 0.536 / 0.327 eV
Multiplicity = 2
HOMO level (alpha / beta) = -2.8 / -9.4 eV

Here are the natural (NBO) charges for atoms 1 to 8, given in e: -0.10, -0.72, -0.23, -0.54, -0.05, -0.97, 0.19, 0.17

---

3.
Density functional theory data (wB97M-V/def2-TZVPD) for 4 unconnected molecules or ions with the total composition C3H14NO4 in a non-equilibrium geometry.

Element x y z (Å)
O: 0.52 1.32 -1.99
C: -0.57 1.07 -1.56
C: -0.82 0.42 -0.15
C: -2.05 -0.48 -0.21
N: 0.43 -0.28 0.18
H: -1.48 1.24 -2.16
H: -1.02 1.23 0.55
H: -2.31 -0.88 -1.19
H: -2.98 -0.10 0.23
H: -1.97 -1.37 0.42
H: 1.18 0.42 0.26
H: 0.91 -0.84 -0.59
H: 0.33 -0.91 0.99
H: 1.79 -2.02 -2.81
H: 1.72 -0.50 -2.44
O: 1.40 -1.38 -2.20
H: 1.64 2.80 1.94
H: 2.30 2.64 0.48
O: 1.61 2.35 1.12
H: -0.67 -0.97 3.35
H: 0.20 -2.29 3.06
O: -0.16 -1.47 2.70

Results
Frontier orbital gap = 11.279 eV
Total charge = +1
Total energy = -13012.0502 eV
LUMO = -2.929 eV
HOMO level = -14.2 eV

Here are the natural (NBO) charges for atoms 1 to 8, given in e: -0.53, 0.47, -0.17, -0.66, -0.73, 0.15, 0.26, 0.24

---

4.
Density functional theory data (wB97M-V/def2-TZVPD) for 6 unconnected molecules or ions with the total composition C3H14NO8 in a non-equilibrium geometry.

Element x y z (Å)
O: -1.70 0.74 3.86
C: -0.98 0.61 2.89
C: -1.54 0.30 1.54
N: -0.80 -0.76 0.93
C: -0.11 -0.47 -0.35
O: 0.01 -1.52 -1.02
O: -0.04 0.69 -0.78
H: 0.08 0.49 3.15
H: -2.63 0.30 1.32
H: -1.29 1.29 0.90
H: -1.21 -1.69 0.90
H: 1.86 -2.97 -1.68
H: 0.70 -2.93 -0.74
O: 1.36 -3.59 -1.16
H: 0.81 2.15 0.32
H: 1.88 2.50 -0.74
O: 1.59 2.67 0.16
H: -0.12 1.24 -3.91
H: -0.26 1.02 -2.39
O: -0.38 1.70 -3.11
H: -2.40 -0.98 -2.13
H: -1.79 -2.23 -1.59
O: -2.60 -1.92 -2.07
H: 2.56 1.52 1.94
H: 3.83 0.98 1.52
O: 3.19 0.86 2.24

Results
Frontier orbital gap = 9.505 eV
Total charge = -1
Total energy = -21210.5343 eV
LUMO = 3.125 eV
HOMO level = -6.4 eV

Here are the natural (NBO) charges for atoms 1 to 8, given in e: -0.56, 0.41, -0.35, -0.70, 0.92, -0.82, -0.79, 0.14

---

Question: total energy of number 1 (C3H14NO3S)?
Answer: -21807.4686 eV

---

Question: Among the records above, which one has the highest total energy?
Answer: C3H14NO4